# 1
{"formula": "C3H9NO2S", "method": "the ωB97M-V functional and the def2-TZVPD basis", "elements": ["S", "O", "O", "N", "C", "C", "C", "H", "H", "H", "H", "H", "H", "H", "H", "H"], "coordinates": [[-2.829, 0.533, 2.815], [3.829, 0.760, -5.426], [0.918, -1.181, -0.621], [0.148, 1.110, 1.141], [-0.193, -1.023, -0.160], [-1.378, -0.576, 2.325], [-0.719, -0.109, 0.927], [1.019, 0.714, 0.839], [3.553, 0.760, -6.451], [-0.976, -1.699, -0.492], [-1.648, 0.389, 0.464], [-1.758, -1.572, 2.179], [-0.691, -0.763, 3.110], [-2.465, 0.873, 4.085], [3.282, 0.081, -5.010], [-0.092, 1.704, 0.275]], "homo_ha": -0.347, "total_charge": 0, "total_energy_ha": -723.05438}


# 2
{"formula": "C6H12O", "method": "the ωB97M-V functional and the def2-TZVPD basis", "elements": ["O", "C", "C", "C", "C", "C", "C", "H", "H", "H", "H", "H", "H", "H", "H", "H", "H", "H", "H"], "coordinates": [[0.272, -1.359, -2.547], [1.672, -0.623, 1.240], [1.359, 0.831, 1.110], [0.155, 0.772, 0.233], [-1.170, 0.203, 0.733], [-2.302, 0.206, -0.294], [1.392, -0.027, -0.102], [-1.028, -0.815, 1.116], [1.998, 1.675, 1.331], [0.877, -0.720, -2.941], [2.710, -0.877, 1.449], [0.285, -1.129, -1.608], [2.076, 0.077, -0.935], [-2.468, 1.211, -0.699], [-3.238, -0.113, 0.178], [0.025, 1.650, -0.407], [-1.471, 0.814, 1.592], [0.954, -1.310, 1.688], [-2.099, -0.465, -1.136]], "homo_ha": -0.348, "total_charge": 0, "total_energy_ha": -310.96968}


# 3
{"formula": "C21H52Cl2N3O10Zn", "method": "the ωB97M-V functional and the def2-TZVPD basis", "elements": ["Zn", "Cl", "Cl", "O", "O", "O", "O", "O", "O", "O", "O", "O", "O", "N", "N", "N", "C", "C", "C", "C", "C", "C", "C", "C", "C", "C", "C", "C", "C", "C", "C", "C", "C", "C", "C", "C", "C", "H", "H", "H", "H", "H", "H", "H", "H", "H", "H", "H", "H", "H", "H", "H", "H", "H", "H", "H", "H", "H", "H", "H", "H", "H", "H", "H", "H", "H", "H", "H", "H", "H", "H", "H", "H", "H", "H", "H", "H", "H", "H", "H", "H", "H", "H", "H", "H", "H", "H", "H", "H"], "coordinates": [[-0.628, 1.895, -2.999], [2.079, -6.615, 2.348], [-0.545, -5.248, 2.158], [4.618, -2.388, 6.311], [-3.846, 0.886, 8.380], [0.184, 5.043, -0.905], [4.083, -1.150, -6.565], [2.332, 0.342, -6.358], [5.517, -3.175, 8.297], [0.785, -0.476, -0.825], [3.288, -3.131, 7.997], [3.971, 0.415, -8.048], [-3.115, -2.343, -8.076], [-3.265, -0.862, -5.736], [-2.805, 0.607, 4.790], [-2.363, 4.074, -0.518], [1.499, 5.572, -1.042], [-2.530, 0.695, 6.208], [4.393, -2.912, 7.587], [1.137, -5.287, 1.465], [3.294, 1.298, -8.937], [-3.721, -2.718, -4.358], [-3.083, -2.298, -5.621], [5.366, -3.817, 9.628], [-1.993, 5.407, -0.047], [3.800, -1.753, -5.329], [-1.559, 1.889, 6.333], [2.153, 0.593, -9.654], [3.345, -0.056, -6.950], [-3.886, 0.832, 6.917], [-5.147, 1.060, 8.926], [5.915, -2.104, 5.974], [5.925, -1.299, 4.631], [-3.676, -2.863, -9.302], [-3.434, -3.060, -6.875], [-2.932, 5.738, 1.102], [-0.492, 5.618, 0.211], [1.518, -1.108, -0.696], [-3.441, -3.707, -3.997], [-3.098, -2.373, -10.086], [-4.745, -2.656, -9.325], [-1.924, 0.362, 4.359], [6.565, -2.978, 5.962], [-4.569, 0.021, 6.664], [-4.234, -0.625, -5.892], [-2.039, -2.496, -5.381], [-3.429, -2.087, -3.519], [1.060, -5.459, 0.391], [4.906, -4.805, 9.652], [-2.910, 6.757, 1.489], [2.045, 5.375, -1.965], [1.559, 1.126, -10.396], [-3.360, 4.184, -0.638], [5.486, -1.773, 3.754], [-4.418, 1.725, 6.590], [1.511, 6.648, -0.867], [-0.226, 5.144, 1.156], [-2.419, 3.545, 0.341], [-3.032, -4.066, -6.764], [-4.520, -3.156, -6.854], [-0.763, 1.639, 5.631], [-2.256, 6.070, -0.871], [-2.819, 5.004, 1.900], [5.412, -0.354, 4.809], [-5.525, 2.064, 8.733], [6.317, -1.367, 6.670], [2.484, -0.365, -10.055], [2.149, 5.119, -0.293], [-1.330, 2.198, 7.353], [-3.605, -3.948, -9.384], [3.806, -1.090, -4.464], [6.317, -3.999, 10.127], [-3.953, 5.533, 0.781], [4.702, -3.249, 10.279], [1.645, -4.352, 1.701], [2.999, 2.231, -8.458], [3.951, 1.559, -9.767], [6.956, -1.013, 4.422], [4.549, -2.484, -5.022], [-5.930, 0.354, 8.650], [-2.070, -0.240, 6.528], [-5.052, 0.972, 10.008], [2.867, -2.316, -5.333], [-4.808, -2.664, -4.420], [-0.282, 6.679, 0.347], [-2.877, -0.745, -6.661], [-3.232, -0.291, 4.615], [1.396, 0.211, -8.969], [-2.000, 2.842, 6.043]], "homo_ha": -0.403, "total_charge": 1, "total_energy_ha": -4447.06374}


# 4
{"formula": "C6H38N12O13", "method": "the ωB97M-V functional and the def2-TZVPD basis", "elements": ["O", "O", "O", "O", "O", "O", "O", "O", "O", "O", "O", "O", "O", "N", "N", "N", "N", "N", "N", "N", "N", "N", "N", "N", "N", "C", "C", "C", "C", "C", "C", "H", "H", "H", "H", "H", "H", "H", "H", "H", "H", "H", "H", "H", "H", "H", "H", "H", "H", "H", "H", "H", "H", "H", "H", "H", "H", "H", "H", "H", "H", "H", "H", "H", "H", "H", "H", "H", "H"], "coordinates": [[-1.723, -6.593, 2.213], [-3.969, 5.427, -1.671], [-3.415, -3.289, 5.138], [-5.919, 0.756, 3.437], [-0.985, 2.121, 5.433], [0.682, 1.148, 0.265], [0.609, -5.336, -1.454], [5.675, 2.123, 3.568], [0.949, -1.842, -7.071], [4.970, -1.797, 0.173], [-2.051, 1.598, -5.467], [0.486, 4.675, -3.254], [3.210, 1.609, -4.064], [-0.655, -7.940, 3.531], [-2.499, -8.662, 2.525], [1.011, -2.183, -9.326], [5.302, 3.271, 1.654], [0.806, -3.880, -7.924], [7.332, 3.155, 2.519], [-5.073, 6.058, 0.105], [-0.049, 3.959, 4.549], [-1.070, 4.050, 6.477], [0.312, -0.525, -1.176], [-3.518, 4.532, 0.299], [-0.695, -0.526, 0.730], [-0.708, 3.311, 5.480], [-4.173, 5.331, -0.501], [0.178, 0.063, -0.010], [0.920, -2.587, -8.037], [6.081, 2.786, 2.609], [-1.669, -7.697, 2.781], [0.477, -6.047, -2.081], [4.120, -1.543, -0.185], [-3.338, -4.164, 4.758], [-2.697, -3.237, 5.769], [-3.236, -8.493, 1.854], [8.109, 2.897, 3.110], [0.946, -4.551, -8.665], [0.860, -1.206, -9.533], [0.731, -4.164, -6.958], [4.930, -1.539, 1.094], [-1.699, 3.611, 7.133], [-5.410, 1.543, 3.631], [0.796, -2.874, -10.030], [4.321, 3.030, 1.634], [-0.042, -1.460, -1.316], [-2.768, 3.900, 0.056], [0.157, 4.948, 4.556], [-0.952, -1.470, 0.479], [0.186, -5.642, -0.652], [-5.145, 6.229, 1.097], [-5.871, 0.669, 2.485], [4.076, 2.018, -4.044], [-0.511, -8.877, 3.879], [1.080, 3.943, -3.083], [-2.419, -9.594, 2.905], [-2.652, 0.879, -5.271], [0.803, 5.378, -2.687], [3.078, 1.371, -4.982], [0.965, -0.096, -1.816], [-0.993, 5.056, 6.429], [0.252, 3.420, 3.751], [-5.560, 6.764, -0.429], [0.018, -7.248, 3.829], [-1.302, 1.177, -5.889], [7.494, 3.918, 1.877], [-0.921, -0.156, 1.643], [-3.852, 4.663, 1.243], [5.621, 3.831, 0.876]], "homo_ha": -0.343, "total_charge": 0, "total_energy_ha": -1886.72414}


# 5
{"formula": "C4H11NO3", "method": "the ωB97M-V functional and the def2-TZVPD basis", "elements": ["O", "O", "O", "N", "C", "C", "C", "C", "H", "H", "H", "H", "H", "H", "H", "H", "H", "H", "H"], "coordinates": [[-1.050, -2.021, -0.732], [1.952, -0.206, -1.015], [-1.392, 0.264, -0.314], [1.325, -1.479, 0.778], [-0.263, 1.830, 1.090], [1.802, -0.358, 0.265], [-0.222, 1.127, -0.250], [-1.389, -0.736, -1.273], [-1.210, 2.353, 1.254], [0.687, -2.019, 0.193], [-2.398, -0.793, -1.695], [-0.352, 1.888, -1.039], [-0.659, -0.561, -2.067], [0.945, 0.557, -0.922], [-0.145, 1.118, 1.914], [1.295, -1.605, 1.777], [-1.736, -2.249, -0.092], [0.544, 2.565, 1.147], [2.266, 0.328, 0.980]], "homo_ha": -0.277, "total_charge": 0, "total_energy_ha": -439.36783}


# 6
{"formula": "C2H2N3O", "method": "the ωB97M-V functional and the def2-TZVPD basis", "elements": ["O", "N", "N", "N", "C", "C", "H", "H"], "coordinates": [[0.711, 1.262, -0.136], [-1.021, -0.198, 0.064], [1.635, 0.063, 0.165], [1.128, -0.978, 0.241], [-0.204, -1.189, -0.062], [-0.485, 1.062, 0.057], [-1.318, 2.071, 0.079], [-0.445, -2.094, -0.407]], "homo_ha": -0.630, "total_charge": 1, "total_energy_ha": -316.46462}


Result set for energy above the lowest of the compared OMol25 structures with the same formula, charge and spin: 3.101 2.438 9.569 4.077 4.302 3.413 eV, one per record in the order listed.